Record 1
C17H39CdN4O13S2 | ωB97M-V/def2-TZVPD

Each line ends with the Mulliken charge.
Geometry (Å):
Cd1 -0.244 3.873 0.831  1.2438
C1 0.459 0.752 -0.008  0.1628
O1 0.350 1.929 0.700  -0.4812
H1 -0.466 0.365 -0.457  -0.0402
H2 1.157 0.786 -0.864  0.3175
H3 0.942 -0.013 0.610  -0.3835
C2 -1.130 -5.822 1.849  -1.1688
C3 -0.416 -4.997 0.786  0.7278
O2 0.755 -5.229 0.530  -0.6302
N1 -1.161 -4.069 0.157  -0.0012
C4 -0.605 -3.332 -0.968  -0.8892
H4 -1.971 -5.327 2.334  0.2370
H5 -0.487 -6.173 2.657  0.3157
H6 -1.401 -6.785 1.406  0.3740
H7 -2.135 -3.938 0.344  0.2947
H8 -1.021 -3.690 -1.912  0.4051
H9 0.466 -3.484 -1.057  0.2744
H10 -0.809 -2.260 -0.935  0.0226
C5 0.158 -0.411 -3.454  -0.3335
C6 -0.350 -1.301 -4.579  0.6309
O3 -0.668 -2.454 -4.297  -0.6580
N2 -0.346 -0.829 -5.834  -0.2246
C7 -0.633 -1.565 -7.066  -0.8186
H11 -0.174 -0.888 -2.541  -0.3418
H12 -0.293 0.585 -3.496  0.3682
H13 1.232 -0.288 -3.586  0.3377
H14 -0.142 0.154 -5.928  0.2157
H15 0.303 -1.575 -7.621  0.2903
H16 -1.459 -1.102 -7.600  0.2871
H17 -0.926 -2.566 -6.758  0.3065
C8 2.932 6.586 0.027  -1.1907
C9 2.696 5.105 0.130  0.6285
O4 1.560 4.691 0.417  -0.2876
N3 3.733 4.297 -0.037  -0.0569
C10 3.656 2.870 0.250  -0.7787
H18 2.948 7.013 -0.985  0.3008
H19 3.894 6.908 0.421  0.3680
H20 2.038 7.078 0.405  0.3002
H21 4.615 4.779 0.060  0.2791
H22 4.351 2.288 -0.353  0.4538
H23 2.684 2.554 -0.137  0.0368
H24 3.729 2.541 1.283  0.2943
C11 -4.345 4.951 1.139  -1.2847
C12 -3.585 3.657 0.961  0.6285
O5 -2.349 3.531 1.059  -0.7835
N4 -4.297 2.641 0.451  -0.1072
C13 -3.730 1.386 0.003  -0.5972
H25 -4.784 4.956 2.141  0.3307
H26 -5.038 5.102 0.320  0.3462
H27 -3.662 5.800 1.190  0.3556
H28 -5.283 2.690 0.668  0.2511
H29 -3.991 0.639 0.756  0.1805
H30 -2.659 1.501 -0.130  0.1170
H31 -4.183 1.056 -0.932  0.3422
C14 -2.907 -1.933 2.739  0.2144
C15 -2.043 -0.719 2.384  0.2795
O6 -0.866 -0.846 3.209  -0.2521
S1 -0.857 -2.181 4.103  0.9642
O7 -0.533 -1.926 5.472  -0.5821
O8 -0.179 -3.210 3.358  -0.3961
O9 -2.429 -2.470 3.941  -0.3792
H32 -2.766 -2.689 1.962  -0.2786
H33 -3.962 -1.669 2.780  0.3531
H34 -2.562 0.219 2.559  0.3213
H35 -1.652 -0.798 1.373  -0.3071
C16 2.891 -1.251 2.003  0.4781
C17 2.954 -2.341 0.937  0.2157
O10 4.067 -1.978 0.102  -0.3345
S2 5.138 -1.047 0.914  0.9545
O11 5.178 0.233 0.244  -0.4838
O12 6.382 -1.698 1.209  -0.5350
O13 4.238 -0.977 2.275  -0.3909
H36 2.396 -1.596 2.908  0.1372
H37 2.361 -0.395 1.575  -0.1354
H38 2.062 -2.346 0.312  -0.1867
H39 3.173 -3.350 1.287  0.3757

Output
largest force on an atom: 2.0 eV Å⁻¹
relative energy (zero: lowest compared OMol25 entry of this formula, charge and spin): 0.0 kcal per mole
HOMO energy: -0.4080 hartree
E: -2832.1269 hartree
total charge: +1

Record 2
C17H39IO17 | ωB97M-V/def2-TZVPD

Each line ends with the Mulliken charge.
Geometry (Å):
C1 3.882 0.871 1.474  -1.2398
C2 4.662 1.291 0.224  0.7565
O1 4.619 0.311 -0.809  -0.4110
C3 4.285 2.646 -0.351  -1.2328
O2 2.929 3.057 -0.125  -0.5115
C4 1.983 2.262 -0.705  -0.8166
C5 2.140 1.583 -1.913  -1.0364
C6 1.117 0.777 -2.376  -1.1696
C7 -0.070 0.637 -1.663  0.8398
C8 -0.251 1.335 -0.468  0.4628
C9 0.789 2.130 -0.001  0.3986
C10 -1.507 1.270 0.328  0.8746
O3 -1.602 1.981 1.296  -0.6371
C11 -2.578 0.352 -0.145  -0.1674
C12 -3.801 0.153 0.510  -0.2275
I1 -4.348 1.146 2.285  0.0722
C13 -4.755 -0.735 0.018  -0.6119
C14 -4.521 -1.462 -1.132  -0.7296
C15 -3.323 -1.266 -1.801  -0.1629
C16 -2.372 -0.371 -1.326  -0.5809
C17 -1.138 -0.238 -2.162  0.8352
O4 -1.028 -0.835 -3.210  -0.6863
H1 4.502 0.923 2.363  0.3099
H2 3.595 -0.172 1.346  0.3558
H3 2.961 1.423 1.630  0.3137
H4 5.707 1.373 0.526  0.3582
H5 4.776 -0.564 -0.441  0.2222
H6 4.898 3.398 0.137  0.5932
H7 4.554 2.698 -1.405  0.3107
H8 3.062 1.662 -2.465  0.5092
H9 1.200 0.208 -3.289  0.5738
H10 0.660 2.649 0.939  0.9486
H11 -5.685 -0.847 0.553  0.3337
H12 -5.287 -2.154 -1.453  0.5939
H13 -3.134 -1.818 -2.708  0.4397
O5 2.795 -1.943 -1.098  -0.6072
H14 1.871 -1.761 -1.302  0.2688
H15 3.275 -1.553 -1.837  0.3253
O6 4.149 5.918 0.741  -0.6407
H16 3.553 5.167 0.639  0.3515
H17 4.243 6.019 1.693  0.3124
O7 5.933 -2.049 -1.565  -0.5948
H18 5.296 -2.741 -1.778  0.2944
H19 6.041 -1.552 -2.383  0.3254
O8 -0.493 4.439 2.372  -0.6503
H20 -1.087 3.692 2.224  0.4085
H21 -0.459 4.531 3.331  0.3265
O9 -2.415 5.016 4.709  -0.6419
H22 -3.064 4.340 4.488  0.3066
H23 -2.267 5.482 3.878  0.3362
O10 -6.836 -3.622 -1.882  -0.5960
H24 -7.788 -3.503 -1.965  0.2743
H25 -6.667 -4.487 -2.268  0.2884
O11 -4.595 -4.001 1.368  -0.6682
H26 -5.244 -4.681 1.154  0.3291
H27 -4.478 -3.523 0.539  0.3011
O12 1.561 -1.000 -4.975  -0.6239
H28 1.795 -1.109 -5.902  0.2913
H29 0.595 -1.026 -4.953  0.3042
O13 -6.566 -4.958 3.948  -0.6397
H30 -6.114 -4.537 3.210  0.3291
H31 -6.213 -5.855 3.965  0.3453
O14 -4.143 -7.105 2.649  -0.6270
H32 -4.139 -6.193 2.342  0.3214
H33 -3.560 -7.101 3.415  0.3259
O15 6.954 -0.672 1.469  -0.6138
H34 6.326 -1.372 1.263  0.3107
H35 7.086 -0.215 0.633  0.3314
O16 0.157 5.539 -0.840  -0.6439
H36 0.026 4.804 -0.231  0.3458
H37 1.112 5.643 -0.885  0.3074
O17 -1.375 -3.541 -0.106  -0.6044
H38 -1.388 -2.626 -0.405  0.3044
H39 -0.795 -3.537 0.662  0.3055

Output
largest force on an atom: 0.8 eV Å⁻¹
HOMO energy: -0.3461 hartree
E: -2247.9651 hartree
total charge: 0

Record 3
C17H39MoOP3Se | ωB97M-V/def2-TZVPD

Each line ends with the Mulliken spin population.
Geometry (Å):
Mo1 0.363 -0.269 -0.204  1.1954
P1 -0.941 1.413 -1.198  -0.1219
P2 -1.375 -0.313 1.800  0.0048
P3 -0.161 -2.298 -1.394  -0.0113
H1 4.492 0.784 -0.425  -0.0006
C1 4.530 0.702 -1.513  -0.0025
C2 3.706 1.379 -2.328  -0.0186
H2 2.849 1.944 -1.963  -0.0047
C3 -1.102 3.105 -0.572  0.0271
C4 -2.703 0.965 -1.307  0.0395
C5 -0.473 1.642 -2.930  0.0123
C6 -0.824 -1.046 3.359  -0.0096
C7 -2.145 1.247 2.348  0.0108
C8 -2.885 -1.292 1.504  -0.0013
C9 0.560 -3.160 -2.807  -0.0060
C10 -1.949 -2.465 -1.759  0.0244
C11 -0.040 -3.516 -0.039  0.0167
H3 5.354 0.101 -1.902  -0.0001
H4 3.888 1.421 -3.406  0.0009
H5 -0.168 3.477 -0.147  -0.0035
H6 -1.866 3.174 0.208  0.0045
H7 -1.398 3.741 -1.416  -0.0014
H8 -3.242 1.248 -0.399  0.0011
H9 -2.851 -0.103 -1.475  -0.0201
H10 -3.125 1.513 -2.155  0.0013
H11 0.548 2.031 -3.012  -0.0003
H12 -1.173 2.358 -3.379  0.0018
H13 -0.517 0.696 -3.480  -0.0032
H14 -1.669 -1.156 4.044  -0.0011
H15 -0.071 -0.413 3.831  0.0007
H16 -0.397 -2.034 3.165  0.0002
H17 -2.667 1.061 3.293  -0.0009
H18 -2.881 1.630 1.635  0.0038
H19 -1.358 1.993 2.504  -0.0010
H20 -3.467 -1.263 2.433  -0.0039
H21 -2.642 -2.335 1.281  0.0014
H22 -3.481 -0.851 0.699  0.0006
H23 -0.020 -4.083 -2.984  -0.0034
H24 1.619 -3.371 -2.607  0.0024
H25 0.466 -2.529 -3.698  -0.0010
H26 -2.120 -3.479 -2.142  0.0008
H27 -2.229 -1.749 -2.537  -0.0006
H28 -2.564 -2.295 -0.864  -0.0004
H29 -0.085 -4.521 -0.465  -0.0004
H30 -0.845 -3.375 0.686  -0.0006
H31 0.908 -3.374 0.479  0.0007
C12 1.834 0.621 1.566  -0.0152
C13 2.215 0.796 0.217  0.0098
C14 2.446 -0.417 -0.588  0.0349
C15 2.861 -1.610 0.071  0.0452
C16 2.629 -1.713 1.443  -0.0166
C17 1.981 -0.661 2.129  0.0014
Se1 1.331 2.366 2.847  0.8562
H32 0.740 3.554 2.184  -0.0105
H33 2.494 1.779 -0.137  -0.0270
H34 2.604 -0.340 -1.666  -0.0108
H35 3.370 -2.384 -0.526  -0.0038
H36 2.985 -2.571 2.036  0.0036
H37 1.655 -0.845 3.155  -0.0041
O1 -0.888 4.933 2.472  0.0048
H38 -0.489 4.634 3.314  -0.0008
H39 -1.617 5.525 2.721  0.0000

Output
largest force on an atom: 3.0 eV Å⁻¹
relative energy (zero: lowest compared OMol25 entry of this formula, charge and spin): 85.1 kcal per mole
HOMO energy (spin up / spin down): -0.7641 / -0.7648 hartree
⟨S²⟩: 2.181
E: -4238.2769 hartree
spin multiplicity: 3
total charge: +4

Record 4
C17H39N2OOsS5Si4Te | ωB97M-V/def2-TZVPD

Each line ends with the Mulliken charge.
Geometry (Å):
Os1 0.522 -0.543 -0.387  0.9150
S1 5.374 3.417 3.120  -0.1524
C1 4.381 2.435 2.321  0.1179
S2 4.157 2.481 0.591  -0.0194
C2 2.942 1.249 0.504  -0.2735
C3 2.583 0.643 1.699  0.4628
S3 1.410 -0.590 1.783  -0.4389
S4 3.399 1.213 3.102  -0.0317
S5 2.217 0.794 -0.960  0.1387
C4 -2.069 -4.645 -0.317  -1.1182
N1 -1.439 -3.575 0.462  0.3764
C5 -0.002 -3.706 0.658  -0.8907
C6 -1.976 -2.334 0.483  0.6435
O1 -1.260 -1.298 0.368  -0.5947
N2 -3.298 -2.189 0.651  0.1393
C7 -4.116 -3.165 1.365  -1.1081
C8 -3.907 -0.876 0.463  -1.0190
H1 -1.423 -4.904 -1.159  0.3310
H2 -3.024 -4.317 -0.714  0.4249
H3 -2.223 -5.535 0.292  0.3061
H4 0.228 -4.765 0.748  0.4123
H5 0.306 -3.215 1.579  0.3124
H6 0.575 -3.294 -0.175  0.0906
H7 -3.493 -3.940 1.800  0.3651
H8 -4.857 -3.621 0.708  0.3222
H9 -4.640 -2.651 2.171  0.3881
H10 -3.308 -0.278 -0.215  0.2778
H11 -3.996 -0.353 1.417  0.3458
H12 -4.902 -1.010 0.039  0.3829
C9 0.572 1.803 -6.111  -1.0419
Si1 1.927 0.598 -5.700  0.5199
C10 2.795 0.014 -7.241  -0.9965
C11 3.138 1.371 -4.523  -0.7729
Si2 0.966 -1.343 -4.783  -0.1905
Te1 -0.417 -0.776 -2.718  -0.6564
Si3 -0.755 -2.218 -6.109  0.4258
C12 -2.095 -0.950 -6.341  -0.9833
C13 -0.029 -2.733 -7.743  -1.0436
C14 -1.436 -3.711 -5.216  -0.7682
Si4 2.518 -2.927 -4.020  0.2915
C15 1.624 -4.243 -3.047  -0.2499
C16 3.734 -2.066 -2.907  -0.6333
C17 3.342 -3.676 -5.509  -1.0132
H13 1.004 2.727 -6.505  0.3933
H14 -0.019 2.058 -5.228  0.3137
H15 -0.105 1.401 -6.867  0.2497
H16 3.076 0.874 -7.856  0.3830
H17 2.161 -0.636 -7.847  0.2339
H18 3.709 -0.535 -6.999  0.2728
H19 3.521 2.305 -4.944  0.4246
H20 3.989 0.714 -4.336  0.2816
H21 2.672 1.603 -3.567  0.0166
H22 -1.732 -0.081 -6.892  0.2755
H23 -2.488 -0.602 -5.382  0.2685
H24 -2.925 -1.384 -6.906  0.3971
H25 0.236 -1.870 -8.357  0.2994
H26 -0.763 -3.324 -8.300  0.3969
H27 0.866 -3.346 -7.616  0.2693
H28 -1.654 -3.483 -4.169  0.1007
H29 -0.720 -4.536 -5.243  0.2414
H30 -2.362 -4.054 -5.686  0.4154
H31 1.093 -3.798 -2.201  -0.5751
H32 2.340 -4.972 -2.655  0.5029
H33 0.896 -4.777 -3.660  0.2732
H34 3.213 -1.469 -2.155  -0.0395
H35 4.390 -1.401 -3.472  0.2759
H36 4.363 -2.794 -2.387  0.4119
H37 2.619 -4.220 -6.122  0.2683
H38 4.112 -4.384 -5.193  0.3963
H39 3.816 -2.920 -6.140  0.2591

Output
largest force on an atom: 1.3 eV Å⁻¹
HOMO energy (spin up / spin down): -0.3758 / -0.3799 hartree
E: -4363.3781 hartree
total charge: +1

Q: The lowest total charge belongs to which entry?
A: C17H39IO17